[1]
{"formula": "C2H2O3", "method": "ωB97M-V/def2-TZVPD", "homo_energy_ev": -10.412, "smiles": "O=C=O.C=O", "lumo_ev": 0.58, "charge": 0, "symbols": ["C", "C", "O", "O", "O", "H", "H"], "xyz": [[-0.5857, 0.7606, -1.4171], [0.7567, -1.0981, 1.9327], [0.3463, -1.8797, 1.1984], [1.1934, -0.3457, 2.6995], [-0.2451, 1.0104, -0.2971], [-1.6113, 0.8796, -1.8419], [0.1457, 0.6730, -2.2744]]}

[2]
{"formula": "C19H26CoN3OS2SeSi", "method": "ωB97M-V/def2-TZVPD", "spin_multiplicity": 2, "homo_energy_ev": [-3.633, -3.644], "s_squared": 1.108, "lumo_ev": [2.04, 2.04], "charge": -1, "symbols": ["Co", "S", "C", "C", "C", "C", "C", "N", "H", "H", "H", "H", "Se", "C", "N", "C", "Si", "C", "C", "N", "C", "C", "C", "C", "C", "C", "H", "H", "H", "H", "H", "H", "H", "H", "H", "H", "H", "H", "H", "H", "O", "S", "C", "C", "C", "C", "H", "H", "H", "H", "H", "H", "H", "H"], "xyz": [[-0.3567, -0.6144, -0.3643], [-0.1455, 0.3741, 1.9053], [0.4734, -1.2299, 2.1325], [1.0647, -1.7391, 3.2991], [1.5340, -3.0343, 3.2957], [1.4162, -3.8217, 2.1502], [0.8202, -3.2572, 1.0407], [0.3621, -2.0076, 1.0399], [1.1568, -1.1039, 4.1690], [2.0043, -3.4381, 4.1849], [1.7855, -4.8369, 2.1188], [0.6951, -3.7964, 0.1078], [-0.8956, -2.0064, -2.3396], [0.5151, -2.1312, -3.5278], [1.3564, -2.2587, -4.3104], [1.0936, 2.7209, -3.0705], [0.4854, 2.1127, -1.3960], [-1.3981, 2.0236, -1.4813], [0.8650, 3.4566, -0.1207], [1.0543, 0.5374, -1.0372], [2.3758, 0.1690, -1.0520], [2.7539, -1.1841, -1.1692], [4.0799, -1.5715, -1.1862], [5.1068, -0.6371, -1.0904], [4.7605, 0.7024, -0.9796], [3.4329, 1.0990, -0.9543], [0.6653, 3.6993, -3.3094], [0.7935, 2.0134, -3.8469], [2.1810, 2.8086, -3.1071], [-1.7874, 2.9913, -1.8138], [-1.8428, 1.7994, -0.5066], [-1.7262, 1.2564, -2.1868], [0.2513, 4.3411, -0.3197], [1.9109, 3.7697, -0.1319], [0.6372, 3.0946, 0.8847], [1.9748, -1.9254, -1.2882], [4.3121, -2.6252, -1.2965], [6.1445, -0.9458, -1.1088], [5.5340, 1.4591, -0.8988], [3.2060, 2.1516, -0.8357], [-2.4623, -0.9760, -0.1840], [-3.6438, -1.3570, 0.6584], [-4.9125, -0.1392, 0.1481], [-5.1428, 0.8429, 1.2966], [-3.8486, 0.8753, 2.1047], [-3.4555, -0.5810, 2.2798], [-5.8091, -0.6558, -0.1902], [-4.4292, 0.3328, -0.7086], [-5.9626, 0.4923, 1.9299], [-5.4239, 1.8239, 0.9120], [-3.9661, 1.3760, 3.0662], [-3.0545, 1.3887, 1.5584], [-4.1256, -1.1170, 2.9576], [-2.4139, -0.7214, 2.5719]]}

[3]
{"formula": "H9PSi4", "method": "ωB97M-V/def2-TZVPD", "homo_energy_ev": [-7.635, -7.952], "lumo_ev": [-1.73, -1.22], "charge": 0, "symbols": ["Si", "Si", "Si", "Si", "P", "H", "H", "H", "H", "H", "H", "H", "H", "H"], "xyz": [[-0.3317, 1.5453, 0.8317], [1.3730, 1.9567, -0.7710], [-0.4074, -0.7699, 1.7185], [-0.6718, -1.0778, -1.7018], [0.0241, -2.1494, 0.1470], [-0.2923, 2.5127, 1.9726], [-1.6564, 1.9097, 0.2527], [1.2900, 2.6882, -1.8889], [2.7194, 1.0736, -0.7949], [0.6381, -1.1056, 2.7166], [-1.6727, -1.3037, 2.3012], [-2.1740, -1.6148, -1.9759], [-0.1714, -1.9212, -2.8475], [1.3331, -1.7438, 0.0397]]}

[4]
{"formula": "C37H82BrClF2N3O20P4S2", "method": "ωB97M-V/def2-TZVPD", "homo_energy_ev": -11.359, "lumo_ev": -4.08, "charge": 1, "symbols": ["C", "C", "C", "F", "N", "C", "N", "Br", "C", "C", "C", "C", "C", "C", "C", "C", "C", "C", "C", "C", "C", "C", "C", "C", "N", "S", "O", "O", "F", "C", "C", "C", "C", "C", "S", "O", "O", "Cl", "H", "H", "H", "H", "H", "H", "H", "H", "H", "H", "H", "H", "H", "H", "H", "H", "H", "H", "H", "H", "H", "H", "H", "H", "H", "H", "H", "H", "H", "H", "H", "H", "H", "H", "H", "H", "H", "H", "H", "H", "H", "H", "H", "H", "H", "H", "C", "O", "P", "O", "O", "C", "O", "C", "H", "H", "H", "H", "H", "H", "H", "H", "H", "C", "O", "P", "O", "O", "C", "O", "C", "H", "H", "H", "H", "H", "H", "H", "H", "H", "C", "O", "P", "O", "O", "C", "O", "C", "H", "H", "H", "H", "H", "H", "H", "H", "H", "C", "O", "P", "O", "O", "C", "O", "C", "H", "H", "H", "H", "H", "H", "H", "H", "H"], "xyz": [[6.1153, 2.7943, 4.4385], [5.6400, 2.1379, 3.3842], [6.3482, 2.2608, 2.0607], [7.6836, 2.3664, 2.2074], [5.8708, 3.5902, 1.4870], [4.7825, 3.2796, 0.7089], [3.8524, 4.1537, 0.4877], [4.1075, 5.8569, 1.1689], [2.5916, 3.8640, -0.2753], [1.4881, 4.8967, -0.0983], [0.1851, 4.3324, -0.7182], [-1.0498, 4.6735, 0.1276], [-2.2320, 3.7319, -0.1951], [-3.5421, 4.4847, -0.4244], [-4.6130, 3.5689, -1.0659], [-6.0006, 3.7054, -0.4132], [-6.8745, 2.4991, -0.7595], [-8.3729, 2.7650, -0.5814], [-9.2280, 1.5350, -0.9277], [-9.6220, 0.6911, 0.2853], [-8.4926, -0.1406, 0.9179], [-7.7055, -1.0377, -0.0581], [-7.7103, -2.5030, 0.3841], [-9.0877, -3.1622, 0.2277], [4.7642, 1.9389, 0.2467], [4.8592, 1.7704, -1.4492], [5.7453, 0.7143, -1.7288], [3.5714, 1.7928, -2.0114], [5.5541, 3.1316, -1.7836], [5.9663, 1.3164, 0.9315], [5.9694, -0.2087, 1.0698], [5.4459, -0.8105, 2.3708], [5.5339, -2.3441, 2.3084], [4.3484, -3.0350, 2.9913], [3.1268, -3.4594, 1.7648], [1.9614, -3.9588, 2.4159], [2.9864, -2.3399, 0.8785], [3.9959, -4.9595, 0.7153], [6.0760, 2.3925, 5.4417], [6.6111, 3.7488, 4.2932], [4.7615, 1.5137, 3.4679], [6.6205, 4.0059, 0.9268], [2.8590, 3.8186, -1.3250], [2.2501, 2.8943, 0.0860], [1.3383, 5.1572, 0.9480], [1.7864, 5.7886, -0.6508], [0.2873, 3.2437, -0.7546], [0.0748, 4.6905, -1.7406], [-1.3299, 5.7052, -0.0910], [-0.7718, 4.5862, 1.1788], [-2.3349, 2.9906, 0.5985], [-1.9821, 3.1971, -1.1161], [-3.3373, 5.3195, -1.0966], [-3.9295, 4.8522, 0.5274], [-4.2795, 2.5343, -0.9505], [-4.7099, 3.8157, -2.1235], [-5.8487, 3.7895, 0.6647], [-6.4598, 4.6128, -0.8128], [-6.5908, 1.6660, -0.1140], [-6.6995, 2.2406, -1.8071], [-8.5511, 3.0816, 0.4494], [-8.6600, 3.5713, -1.2598], [-10.1587, 1.8910, -1.3772], [-8.7378, 0.9304, -1.6927], [-9.9707, 1.3879, 1.0539], [-10.4518, 0.0184, 0.0599], [-8.9621, -0.7952, 1.6565], [-7.8200, 0.5128, 1.4781], [-8.0832, -0.9765, -1.0800], [-6.6665, -0.6972, -0.0777], [-6.9873, -3.0969, -0.1777], [-7.4163, -2.5232, 1.4387], [-8.9453, -4.2323, 0.3775], [-9.7784, -2.8291, 1.0028], [-9.4675, -2.9467, -0.7694], [6.7758, 1.4865, 0.2114], [6.9660, -0.5847, 0.8437], [5.3236, -0.5850, 0.2743], [6.0976, -0.4780, 3.1840], [4.4423, -0.4682, 2.6209], [6.4843, -2.6946, 2.7048], [5.5318, -2.6249, 1.2527], [4.6708, -3.9756, 3.4352], [3.8299, -2.4199, 3.7254], [-4.0493, -5.7726, -3.2069], [-5.0307, -6.4555, -3.9936], [-6.5707, -6.3908, -3.5904], [-6.9706, -5.1506, -2.9189], [-6.8400, -7.7171, -2.7761], [-6.2755, -7.8478, -1.4705], [-7.2980, -6.7341, -4.9368], [-7.2409, -5.7674, -5.9953], [-3.2319, -6.4615, -3.0035], [-3.6658, -4.9281, -3.7764], [-4.4570, -5.4113, -2.2635], [-6.1256, -6.8742, -1.0015], [-5.3260, -8.3797, -1.5368], [-6.9702, -8.4252, -0.8667], [-6.4035, -5.9999, -6.6514], [-7.1350, -4.7570, -5.5998], [-8.1719, -5.8376, -6.5504], [7.5439, 6.9536, -0.5345], [8.1536, 7.8348, 0.4085], [9.5401, 7.4213, 1.0954], [10.3645, 6.5621, 0.2456], [9.1622, 6.8208, 2.5117], [8.5314, 5.5484, 2.5676], [10.1287, 8.7921, 1.5590], [10.5883, 9.7141, 0.5528], [6.4952, 6.8381, -0.2591], [7.6081, 7.3898, -1.5296], [8.0327, 5.9779, -0.5517], [8.7998, 4.9329, 1.7044], [7.4464, 5.6789, 2.6155], [8.8727, 5.0451, 3.4690], [9.7847, 10.4050, 0.3054], [10.9185, 9.1872, -0.3419], [11.4251, 10.2615, 0.9748], [0.4417, -2.5411, 6.7544], [1.1795, -3.3859, 7.6472], [2.6401, -3.8899, 7.2618], [3.3819, -2.9382, 6.4199], [2.4723, -5.3365, 6.6584], [1.8769, -5.4154, 5.3582], [3.2646, -4.2596, 8.6506], [3.5607, -3.1967, 9.5690], [-0.5579, -2.9566, 6.6465], [0.3741, -1.5441, 7.1862], [0.9149, -2.4739, 5.7761], [2.0487, -4.4941, 4.8039], [0.8063, -5.6009, 5.4407], [2.3424, -6.2365, 4.8199], [2.7180, -3.0586, 10.2441], [3.7712, -2.2664, 9.0414], [4.4381, -3.4924, 10.1364], [0.6959, -3.7862, -6.2529], [-0.4247, -3.1814, -6.9102], [-1.6683, -4.0830, -7.3493], [-1.9037, -5.2303, -6.4698], [-1.4410, -4.4211, -8.8719], [-0.3983, -5.3340, -9.2292], [-2.8281, -3.0322, -7.4784], [-3.3232, -2.4234, -6.2791], [1.6026, -3.4484, -6.7516], [0.7131, -3.4642, -5.2128], [0.6456, -4.8732, -6.2836], [-0.1906, -6.0371, -8.4218], [0.5033, -4.7747, -9.4795], [-0.7314, -5.8892, -10.1012], [-2.8005, -1.4832, -6.1084], [-3.1935, -3.0815, -5.4199], [-4.3824, -2.2307, -6.4234]]}